C25H37BCaN6OSi | the ωB97M-V functional and the def2-TZVPD basis

The LUMO energy is 4.52 eV. The value obtained for the total energy is -2370.5200 a.u. For the energy relative to the best compared isomer or geometry (same formula, charge and spin), the calculation gives 76.28 kcal/mol. The net charge is -2.

Cartesian coordinates (Å):
Ca  0.06316  0.17352  -0.07844
C  3.63831  0.38500  4.25600
C  2.94932  -0.13011  2.99278
C  3.56426  0.46897  1.72737
C  1.45168  0.08440  3.03809
C  0.89778  1.35723  2.99177
C  -0.47404  1.54775  2.97604
C  -1.35064  0.47456  2.98953
C  -2.83492  0.68726  2.92992
C  -0.80870  -0.80996  3.06977
C  0.57971  -0.99673  3.09736
H  4.71747  0.21339  4.22966
H  3.24002  -0.10567  5.14726
H  3.47757  1.46053  4.37666
H  3.11327  -1.21128  2.94566
H  3.48300  1.56034  1.72890
H  3.05615  0.10170  0.83331
H  4.62317  0.21518  1.64026
H  1.55742  2.21876  2.95020
H  -0.87787  2.55440  2.95194
H  -3.25617  0.81186  3.93663
H  -3.32828  -0.15944  2.45941
H  -3.08355  1.57060  2.34467
H  -1.47923  -1.66000  3.11592
H  0.98304  -1.98060  3.15651
B  2.19532  -1.98769  -2.26341
N  2.54326  -0.47842  -2.32220
C  3.44294  0.09825  -3.13983
C  3.25194  1.46959  -3.09655
C  2.19601  1.63185  -2.18116
N  1.80873  0.46255  -1.72544
N  2.11478  -2.55324  -0.82387
C  2.70255  -3.70761  -0.48308
C  2.25531  -4.07671  0.76107
C  1.38436  -3.04821  1.12680
N  1.30985  -2.09835  0.18279
H  3.02493  -2.62161  -2.90386
H  1.11837  -2.12923  -2.77254
H  4.14588  -0.45791  -3.73705
H  3.79245  2.22505  -3.64597
H  1.78244  2.54017  -1.81388
H  3.38071  -4.23692  -1.13092
H  2.51556  -4.96632  1.31411
H  0.84536  -3.01461  2.03794
C  0.28641  3.36163  -3.24657
C  -0.88392  2.89097  -2.39846
C  -2.02385  3.69199  -2.46401
C  -3.13394  3.34617  -1.74418
C  -3.13890  2.20511  -0.98330
C  -2.04371  1.30840  -0.89238
N  -0.78405  1.76516  -1.66606
N  -2.30623  0.21381  -0.04174
Si  -3.15414  -1.04924  -0.88593
C  -3.22628  -0.85133  -2.75335
C  -2.50984  -2.75601  -0.38847
C  -4.95042  -1.01604  -0.20421
H  0.00775  3.38580  -4.30309
H  1.12754  2.67991  -3.11910
H  0.59370  4.36774  -2.94038
H  -2.02417  4.58530  -3.08123
H  -4.02511  3.96967  -1.77950
H  -4.03250  1.95797  -0.42502
H  -2.20746  -0.84000  -3.13848
H  -3.74073  0.07312  -3.05378
H  -3.77073  -1.68931  -3.21282
H  -1.48664  -2.84754  -0.75418
H  -3.13392  -3.56264  -0.81946
H  -2.52064  -2.87802  0.70817
H  -5.44161  -0.06489  -0.43841
H  -4.94592  -1.14121  0.88313
H  -5.54792  -1.82597  -0.64029
O  -0.69546  -1.16278  -1.40698